15
Properties=species:S:1:pos:R:3:forces:R:3 method="wB97M-V/def2-TZVPD" e_homo_ev="-6.59 / -6.34" s2=0.798 e_tot_ev=-20483.2207 lumo_ev="-0.86 / -0.85" total_charge=0 de_lowest_ev=2.768 spin_multiplicity=2
O -1.876285 0.208788 -0.985937 -0.0429 0.0549 -5.1887
O -0.242428 -1.013110 -0.188854 1.4313 -1.5873 -2.5243
C 1.347009 0.728795 1.439935 -0.0075 0.0423 0.4677
C 0.586663 1.142169 2.664745 1.4440 0.1541 0.3425
O -0.793954 1.102669 2.399234 2.3317 3.6925 5.1103
C -0.961331 -0.642835 -1.176374 0.7654 -0.5186 -1.6291
H 2.007341 -0.142147 1.481648 -0.2403 0.4339 -0.3629
H 1.298108 1.377287 0.557904 0.3683 -0.2049 0.2768
H 0.888961 2.165352 2.958965 -0.1798 -0.2159 -0.0543
H 0.842338 0.474232 3.508252 -0.1061 0.2561 -0.2802
O 0.527752 -1.565130 -2.825015 -0.0817 0.0125 0.0801
O -1.518692 -1.050684 -3.475302 0.0802 -0.0844 0.0480
C -0.627193 -1.130400 -2.595177 -0.1299 -0.5197 -0.8192
Sn -1.303857 0.261251 0.886142 -5.4714 -1.8467 3.7973
Li -0.174433 -1.916239 -4.650168 -0.1613 0.3314 0.7362


11
Properties=species:S:1:pos:R:3:forces:R:3 method="wB97M-V/def2-TZVPD" e_homo_ev="-6.13 / -6.13" e_tot_ev=-40842.7993 lumo_ev="-2.43 / -2.43" total_charge=0 de_lowest_ev=4.048
H 1.218423 0.308272 -1.322471 -0.2298 -0.0204 -0.0833
O 0.865655 0.677048 2.574722 0.4334 -0.5803 0.5984
O 0.484003 -1.608766 -0.974019 0.1276 0.1644 0.7719
C 0.286318 -0.313952 -1.347954 0.1913 -0.3116 0.0139
C -0.744286 0.449778 -0.514113 -0.6195 -0.1468 -0.2593
O -0.155439 1.045483 0.659109 0.2836 0.1154 0.8906
C 0.020706 0.290955 1.717970 -0.0124 -1.1840 -0.3951
H -0.102677 -0.211462 -2.394833 0.1284 -0.1709 0.1512
H -1.549203 -0.230474 -0.197304 0.2273 0.1236 -0.1299
H -1.169365 1.284552 -1.088466 0.1357 -0.0667 0.3025
Yb 0.845867 -1.691434 2.887359 -0.6656 2.0772 -1.8609


13
Properties=species:S:1:pos:R:3:forces:R:3 method="wB97M-V/def2-TZVPD" e_homo_ev="-18.39 / -18.39" s2=0.751 e_tot_ev=-24293.9573 lumo_ev="-10.20 / -9.94" total_charge=+2 de_lowest_ev=0.069 spin_multiplicity=2
O 1.684430 -1.638599 3.705505 -1.7502 0.1843 -2.1833
C 0.898119 -1.466202 2.807568 2.8038 -0.5893 4.3950
O 0.845788 -0.593324 1.878645 -1.7522 0.6695 -3.0247
O -0.277006 -2.234115 2.710911 -1.3047 -0.3315 -1.0073
H -0.434047 -2.825219 3.456282 0.2329 -0.3339 0.4225
C -0.739411 0.779614 -2.299969 1.7645 -0.1027 -0.9504
O -1.169192 -0.006757 -1.452459 -0.3844 -0.7208 1.6676
C 0.182890 1.894609 -2.026006 -1.7480 0.5518 -0.4862
H -0.434027 2.751374 -2.410263 0.5851 -0.1446 0.1118
H -0.928112 0.530826 -3.359829 -0.3714 0.2794 0.2714
H 0.352875 2.088369 -0.963536 0.4427 -0.2160 -0.2916
H 1.031575 1.836224 -2.725238 -0.0321 0.0678 0.4524
Ce -1.013882 -1.116801 0.678390 1.5140 0.6861 0.6228


13
Properties=species:S:1:pos:R:3:forces:R:3 method="wB97M-V/def2-TZVPD" e_homo_ev="-7.47 / -7.51" e_tot_ev=-38767.2618 lumo_ev="-0.54 / 0.03" total_charge=0 de_lowest_ev=3.656
C -1.478889 0.338158 -0.521610 2.0047 -1.1976 0.0709
C 1.414548 -0.093635 -0.253284 -0.9020 -0.4458 1.1640
O -1.753748 1.528373 -0.014752 -0.3908 1.2341 0.6373
O 2.119127 0.054352 -1.390371 0.4266 -0.1883 -0.3336
S -2.222506 -1.040387 0.273542 0.1926 -0.9977 -0.9187
S 1.319326 -1.778106 0.175992 1.1224 -1.4075 -1.5998
S 1.901008 0.956898 1.094292 0.7576 0.9020 -0.0586
H -0.217772 0.175262 -0.539237 -0.8758 0.2610 -0.5796
H -2.280030 1.587020 0.805807 0.0375 -0.3812 -0.3964
H 1.682733 0.751905 -1.857002 -0.0993 0.9479 -0.8810
H -1.761849 -2.019005 -0.634932 -0.4646 1.2456 1.0323
H 0.541815 -1.513939 1.145501 -1.2799 0.0946 1.8141
H 0.736232 1.053104 1.716054 -0.5291 -0.0670 0.0491


38
Properties=species:S:1:pos:R:3:forces:R:3 method="wB97M-V/def2-TZVPD" e_homo_ev=-8.91 e_tot_ev=-46252.8615 lumo_ev=0.48 total_charge=0 smiles="O=C(CCSCCc1ccccn1)Nc1c(F)c(F)c(F)c(F)c1F"
O 0.266653 0.283034 -2.677313 0.1232 0.2383 -0.3049
C -0.257219 -0.376337 -1.817971 -0.1160 -0.3758 0.1593
C -1.630948 -0.993038 -1.952790 -0.0127 0.0392 -0.1700
C -1.738924 -2.467811 -1.578243 -0.0522 -0.0224 0.4466
S -1.608448 -2.858008 0.207355 -0.3400 -0.3648 -0.0783
C -3.019296 -1.906572 0.870022 0.4662 -0.2283 -0.1109
C -2.632858 -0.534466 1.434720 -0.1034 0.0717 -0.0702
C -3.636787 0.510326 1.031904 -0.0393 0.1223 0.3646
C -4.326478 1.280549 1.959597 -0.0199 0.0326 -0.1149
C -5.226616 2.228402 1.500207 0.0165 -0.0229 -0.1018
C -5.408502 2.375489 0.134342 0.0031 0.0070 0.0981
C -4.676426 1.557990 -0.711884 -0.1851 0.2016 -0.0363
N -3.819894 0.652038 -0.277122 0.0643 -0.1371 0.0001
N 0.344011 -0.627275 -0.595164 -0.2303 -0.2841 0.1611
C 1.592693 -0.144950 -0.244236 0.8234 0.3780 0.0240
C 1.959406 1.192391 -0.435229 0.0591 -0.2205 0.1491
F 1.069216 2.072164 -0.894401 0.2005 -0.0418 0.1337
C 3.229156 1.644127 -0.092200 -0.0049 -0.2129 0.0385
F 3.554687 2.923369 -0.285867 -0.0160 -0.1088 0.0200
C 4.153815 0.776715 0.480739 -0.2625 -0.0910 -0.0593
F 5.368998 1.214538 0.818005 -0.1633 -0.0547 -0.0318
C 3.795025 -0.547098 0.719973 -0.1138 0.1653 -0.0840
F 4.664416 -1.384103 1.289939 -0.0533 0.0678 -0.0549
C 2.533912 -0.991367 0.352571 -0.0988 0.3327 -0.1249
F 2.188756 -2.268892 0.575767 0.1119 0.0823 -0.0223
H -1.915570 -0.888198 -3.002373 0.0654 0.0605 0.0569
H -2.337597 -0.392893 -1.363541 0.1223 -0.1428 -0.1774
H -0.945636 -3.054152 -2.042988 -0.0467 -0.0651 -0.0576
H -2.700912 -2.860118 -1.909429 0.0754 -0.0069 -0.0758
H -3.727571 -1.800197 0.050083 -0.0654 -0.0188 0.0540
H -3.462214 -2.534969 1.640981 -0.0857 0.0177 -0.0515
H -1.662697 -0.230511 1.034904 -0.0351 -0.0088 0.0663
H -2.546069 -0.579221 2.520195 0.0523 0.0223 -0.0066
H -4.159585 1.141314 3.016700 0.0319 -0.0289 0.0910
H -5.777389 2.842024 2.198035 -0.0429 0.0471 0.0435
H -6.097679 3.102967 -0.263587 -0.0590 0.0601 -0.0541
H -4.773908 1.626524 -1.787328 -0.0834 0.0928 -0.0863
H 0.010154 -1.452141 -0.085671 0.0143 0.3972 -0.0332


17
Properties=species:S:1:pos:R:3:forces:R:3 method="wB97M-V/def2-TZVPD" e_homo_ev=-7.84 e_tot_ev=-15542.4722 lumo_ev=0.12 total_charge=0 de_lowest_ev=3.992 smiles="O=C(O)c1cc(O)ccc1O"
O -0.619372 -2.769672 -0.180410 2.6082 4.4693 -4.1877
C -0.172157 -1.713147 -0.910913 -1.8580 -1.9481 5.7483
O -0.142696 -1.672779 -2.215748 0.0833 -2.1740 -0.1919
C 0.115924 -0.382227 -0.266809 0.4079 -1.8838 -2.0829
C 0.256979 0.745944 -1.064122 -2.0598 3.3710 3.2133
C 0.000780 1.914262 -0.268254 1.4616 -1.8569 -2.3486
O -0.089573 3.225152 -0.665842 -0.3107 1.8803 -2.3977
C 0.016870 1.853510 1.126069 -1.2379 -0.5142 -0.3289
C -0.004573 0.791645 2.016683 1.9162 2.9767 -2.6992
C 0.235467 -0.317505 1.090856 -1.1221 -0.6896 4.8473
O 0.526134 -1.376204 1.790753 -0.8735 -6.6512 0.7609
H -0.220213 -2.639103 -2.411335 -0.2392 0.6953 -0.6082
H 0.256193 0.788323 -2.102629 0.0509 -0.2366 -1.6068
H -0.267412 3.569718 -1.622148 0.5284 -2.1045 2.4862
H -0.141811 2.823757 1.368474 -0.2172 2.9145 1.9932
H 0.156396 1.252380 3.139857 -0.5028 -2.7548 -2.7197
H 0.125174 -2.401943 1.456695 1.3647 4.5067 0.1223


Copy entry 6 word for word.
17
Properties=species:S:1:pos:R:3:forces:R:3 method="wB97M-V/def2-TZVPD" e_homo_ev=-7.84 e_tot_ev=-15542.4722 lumo_ev=0.12 total_charge=0 de_lowest_ev=3.992 smiles="O=C(O)c1cc(O)ccc1O"
O -0.619372 -2.769672 -0.180410 2.6082 4.4693 -4.1877
C -0.172157 -1.713147 -0.910913 -1.8580 -1.9481 5.7483
O -0.142696 -1.672779 -2.215748 0.0833 -2.1740 -0.1919
C 0.115924 -0.382227 -0.266809 0.4079 -1.8838 -2.0829
C 0.256979 0.745944 -1.064122 -2.0598 3.3710 3.2133
C 0.000780 1.914262 -0.268254 1.4616 -1.8569 -2.3486
O -0.089573 3.225152 -0.665842 -0.3107 1.8803 -2.3977
C 0.016870 1.853510 1.126069 -1.2379 -0.5142 -0.3289
C -0.004573 0.791645 2.016683 1.9162 2.9767 -2.6992
C 0.235467 -0.317505 1.090856 -1.1221 -0.6896 4.8473
O 0.526134 -1.376204 1.790753 -0.8735 -6.6512 0.7609
H -0.220213 -2.639103 -2.411335 -0.2392 0.6953 -0.6082
H 0.256193 0.788323 -2.102629 0.0509 -0.2366 -1.6068
H -0.267412 3.569718 -1.622148 0.5284 -2.1045 2.4862
H -0.141811 2.823757 1.368474 -0.2172 2.9145 1.9932
H 0.156396 1.252380 3.139857 -0.5028 -2.7548 -2.7197
H 0.125174 -2.401943 1.456695 1.3647 4.5067 0.1223


Copy entry 5 word for word.
38
Properties=species:S:1:pos:R:3:forces:R:3 method="wB97M-V/def2-TZVPD" e_homo_ev=-8.91 e_tot_ev=-46252.8615 lumo_ev=0.48 total_charge=0 smiles="O=C(CCSCCc1ccccn1)Nc1c(F)c(F)c(F)c(F)c1F"
O 0.266653 0.283034 -2.677313 0.1232 0.2383 -0.3049
C -0.257219 -0.376337 -1.817971 -0.1160 -0.3758 0.1593
C -1.630948 -0.993038 -1.952790 -0.0127 0.0392 -0.1700
C -1.738924 -2.467811 -1.578243 -0.0522 -0.0224 0.4466
S -1.608448 -2.858008 0.207355 -0.3400 -0.3648 -0.0783
C -3.019296 -1.906572 0.870022 0.4662 -0.2283 -0.1109
C -2.632858 -0.534466 1.434720 -0.1034 0.0717 -0.0702
C -3.636787 0.510326 1.031904 -0.0393 0.1223 0.3646
C -4.326478 1.280549 1.959597 -0.0199 0.0326 -0.1149
C -5.226616 2.228402 1.500207 0.0165 -0.0229 -0.1018
C -5.408502 2.375489 0.134342 0.0031 0.0070 0.0981
C -4.676426 1.557990 -0.711884 -0.1851 0.2016 -0.0363
N -3.819894 0.652038 -0.277122 0.0643 -0.1371 0.0001
N 0.344011 -0.627275 -0.595164 -0.2303 -0.2841 0.1611
C 1.592693 -0.144950 -0.244236 0.8234 0.3780 0.0240
C 1.959406 1.192391 -0.435229 0.0591 -0.2205 0.1491
F 1.069216 2.072164 -0.894401 0.2005 -0.0418 0.1337
C 3.229156 1.644127 -0.092200 -0.0049 -0.2129 0.0385
F 3.554687 2.923369 -0.285867 -0.0160 -0.1088 0.0200
C 4.153815 0.776715 0.480739 -0.2625 -0.0910 -0.0593
F 5.368998 1.214538 0.818005 -0.1633 -0.0547 -0.0318
C 3.795025 -0.547098 0.719973 -0.1138 0.1653 -0.0840
F 4.664416 -1.384103 1.289939 -0.0533 0.0678 -0.0549
C 2.533912 -0.991367 0.352571 -0.0988 0.3327 -0.1249
F 2.188756 -2.268892 0.575767 0.1119 0.0823 -0.0223
H -1.915570 -0.888198 -3.002373 0.0654 0.0605 0.0569
H -2.337597 -0.392893 -1.363541 0.1223 -0.1428 -0.1774
H -0.945636 -3.054152 -2.042988 -0.0467 -0.0651 -0.0576
H -2.700912 -2.860118 -1.909429 0.0754 -0.0069 -0.0758
H -3.727571 -1.800197 0.050083 -0.0654 -0.0188 0.0540
H -3.462214 -2.534969 1.640981 -0.0857 0.0177 -0.0515
H -1.662697 -0.230511 1.034904 -0.0351 -0.0088 0.0663
H -2.546069 -0.579221 2.520195 0.0523 0.0223 -0.0066
H -4.159585 1.141314 3.016700 0.0319 -0.0289 0.0910
H -5.777389 2.842024 2.198035 -0.0429 0.0471 0.0435
H -6.097679 3.102967 -0.263587 -0.0590 0.0601 -0.0541
H -4.773908 1.626524 -1.787328 -0.0834 0.0928 -0.0863
H 0.010154 -1.452141 -0.085671 0.0143 0.3972 -0.0332